{
  "formula": "C37H40BClCsF9N8O5S2",
  "method": "wB97M-V/def2-TZVPD",
  "symbols": ["Cs", "C", "C", "C", "C", "C", "N", "N", "B", "N", "N", "C", "C", "C", "C", "C", "N", "N", "C", "C", "C", "C", "C", "H", "H", "H", "H", "H", "H", "H", "H", "H", "H", "H", "H", "H", "H", "H", "H", "H", "H", "H", "H", "H", "H", "S", "C", "N", "C", "C", "N", "C", "C", "C", "C", "C", "C", "C", "C", "S", "C", "C", "C", "C", "C", "C", "C", "H", "H", "H", "H", "H", "H", "H", "H", "H", "H", "H", "H", "H", "H", "H", "H", "H", "H", "O", "Cl", "O", "O", "O", "F", "C", "F", "F", "C", "O", "C", "F", "F", "F", "C", "F", "F", "F"],
  "positions_angstrom": [[-0.08899, -0.38483, -0.91192], [3.15237, 1.45547, -3.63159], [3.02256, 2.36595, -2.45083], [3.24601, 3.75502, -2.40390], [2.97667, 4.10917, -1.09741], [2.97510, 5.45861, -0.45742], [2.62635, 2.98636, -0.43740], [2.64401, 1.91585, -1.26399], [2.03422, 2.95165, 0.98910], [0.54758, 3.33006, 0.90941], [-0.21526, 2.79421, -0.06625], [-1.44624, 3.23949, 0.11970], [-2.53312, 2.75399, -0.78256], [-1.49087, 4.08589, 1.24832], [-0.19418, 4.10485, 1.72472], [0.37489, 4.77852, 2.92967], [2.18917, 1.55597, 1.63713], [1.14081, 0.96358, 2.26304], [1.64322, -0.03970, 2.96595], [0.75564, -0.88970, 3.81640], [3.04215, -0.10474, 2.80424], [3.34474, 0.93591, 1.94728], [4.66015, 1.38536, 1.40558], [3.14568, 2.03664, -4.55532], [2.33152, 0.73902, -3.66580], [4.07876, 0.87838, -3.59763], [3.53819, 4.40905, -3.21087], [3.28973, 6.20852, -1.18418], [3.64858, 5.49775, 0.40082], [1.97634, 5.71965, -0.09960], [2.61808, 3.77389, 1.67054], [-2.10522, 2.07722, -1.52398], [-3.05723, 3.54710, -1.32059], [-3.28678, 2.20011, -0.21578], [-2.34375, 4.59487, 1.67003], [-0.40444, 5.35072, 3.43433], [1.18990, 5.45526, 2.66455], [0.77605, 4.04352, 3.63019], [-0.28455, -0.70938, 3.55250], [0.89461, -0.66050, 4.87761], [0.95169, -1.95286, 3.67513], [3.73192, -0.80257, 3.25430], [5.46923, 0.85156, 1.90673], [4.79983, 2.45865, 1.55858], [4.72015, 1.19275, 0.33305], [3.88236, -1.14051, -1.42377], [3.49765, -2.71809, -1.17953], [3.89341, -3.42631, -0.10914], [3.54418, -4.83361, -0.00538], [3.74928, -5.47066, -1.35545], [2.94568, -4.77384, -2.34579], [2.36893, -5.60236, -3.38983], [1.28693, -6.51429, -2.86470], [1.20193, -7.83417, -3.29236], [0.19754, -8.66529, -2.81386], [-0.72096, -8.18195, -1.89247], [-0.63325, -6.86677, -1.45350], [0.36309, -6.03527, -1.94066], [2.67237, -3.45597, -2.22886], [1.56968, -2.67315, -3.17146], [4.66352, -2.75332, 0.93905], [4.62809, -3.46667, 2.26193], [5.79155, -3.94703, 2.85035], [5.74800, -4.57975, 4.08779], [4.53480, -4.74274, 4.73970], [3.36730, -4.26376, 4.15560], [3.41535, -3.62249, 2.92926], [2.50569, -4.94396, 0.32335], [4.19073, -5.30605, 0.73078], [3.41574, -6.50932, -1.32732], [4.81063, -5.45154, -1.63315], [3.17370, -6.19763, -3.83466], [1.96568, -4.93191, -4.14791], [1.92882, -8.21494, -4.00280], [0.13907, -9.69262, -3.15363], [-1.50034, -8.83184, -1.51369], [-1.32972, -6.46892, -0.72717], [0.41546, -5.01165, -1.59081], [4.24172, -1.75073, 1.04457], [5.69693, -2.62362, 0.59763], [6.73947, -3.82262, 2.33769], [6.66241, -4.94594, 4.53947], [4.49840, -5.23879, 5.70229], [2.40920, -4.38039, 4.64640], [2.50816, -3.24613, 2.47531], [-0.79116, -4.26831, 0.18947], [-0.19684, -3.37827, 1.15443], [0.06818, -4.09722, 2.38007], [-1.07586, -2.26677, 1.40605], [1.06050, -2.87164, 0.62474], [-3.23304, -1.33136, -6.02731], [-2.55576, -1.32803, -4.84954], [-1.26864, -1.51691, -5.14980], [-2.96558, -2.41579, -4.17190], [-2.75001, -0.02690, -3.98512], [-1.84414, 0.05806, -3.04479], [-4.20279, -0.07266, -3.37947], [-4.58547, 1.14992, -2.95801], [-5.16408, -0.49737, -4.23848], [-4.25358, -0.88072, -2.31873], [-2.68741, 1.20376, -4.96463], [-2.53568, 2.34708, -4.29289], [-1.63973, 1.10078, -5.80407], [-3.78814, 1.35594, -5.74630]],
  "total_energy_ha": -4448.61363,
  "homo_lumo_gap_ha": 0.25475,
  "lumo_ev": 3.493,
  "homo_energy_ev": -3.44,
  "charge": -2,
  "e_above_lowest_kj_mol": 28.58
}

---

{
  "formula": "C37H40CrOP2",
  "method": "wB97M-V/def2-TZVPD",
  "symbols": ["Cr", "C", "C", "C", "C", "C", "C", "C", "C", "C", "H", "H", "H", "H", "H", "H", "H", "H", "H", "H", "H", "H", "H", "H", "H", "P", "P", "C", "C", "C", "C", "C", "C", "C", "C", "C", "C", "C", "C", "C", "C", "C", "C", "C", "C", "C", "C", "C", "C", "C", "C", "C", "C", "H", "H", "H", "H", "H", "H", "H", "H", "H", "H", "H", "H", "H", "H", "H", "H", "H", "H", "H", "H", "H", "H", "C", "C", "O", "H", "H", "H"],
  "positions_angstrom": [[0.06996, 0.26276, 2.39934], [-1.63258, 0.77890, -3.74826], [-1.66058, -0.52307, -3.44812], [-0.90468, -1.57390, -4.21416], [0.49623, -1.17127, -4.73488], [1.33242, -0.35666, -3.79546], [1.38282, 0.97991, -3.79049], [0.51928, 1.86514, -4.64030], [-0.90729, 1.34945, -4.93545], [1.59668, 0.31085, 3.89726], [-2.25931, 1.49863, -3.20682], [-2.38418, -0.89835, -2.71901], [-1.51099, -1.86589, -5.08964], [-0.77428, -2.48186, -3.60064], [1.03879, -2.11135, -4.90830], [0.41242, -0.69073, -5.71884], [2.03835, -0.94509, -3.20341], [2.21688, 1.50409, -3.31872], [1.03051, 2.02519, -5.60629], [0.41899, 2.85851, -4.17129], [-1.47992, 2.22400, -5.27392], [-0.88990, 0.65039, -5.78321], [1.45225, 1.24450, 4.48551], [2.64654, 0.27789, 3.53676], [1.44977, -0.53584, 4.60815], [-1.39384, -0.78346, 0.97225], [1.80397, 0.01039, 0.95635], [-0.35164, -0.97099, -0.46843], [0.98454, -0.69468, -0.45823], [-2.34802, -2.29104, 1.24331], [-2.70293, -3.07880, 0.13126], [-3.48008, -4.22693, 0.30779], [-3.86997, -4.61954, 1.59612], [-3.46528, -3.86544, 2.70833], [-2.68817, -2.72394, 2.53726], [-2.54319, 0.60833, 0.67397], [-2.02678, 1.91763, 0.58630], [-2.90955, 2.99193, 0.47936], [-4.29040, 2.77082, 0.42696], [-4.79848, 1.46373, 0.49414], [-3.92198, 0.38655, 0.62932], [3.24128, -1.01946, 1.33258], [3.02912, -2.29071, 1.89340], [4.12011, -3.10705, 2.18566], [5.42590, -2.66092, 1.91198], [5.63269, -1.38683, 1.35851], [4.54552, -0.56446, 1.07055], [2.37080, 1.70297, 0.63404], [2.52728, 2.64018, 1.67811], [2.98254, 3.92472, 1.36608], [3.23823, 4.27827, 0.03711], [3.03114, 3.35419, -0.99952], [2.58853, 2.06788, -0.69183], [-0.81928, -1.31061, -1.39461], [1.60900, -0.95350, -1.31303], [-2.36632, -2.78421, -0.85793], [-3.78533, -4.81400, -0.56149], [-4.47401, -5.51646, 1.73354], [-3.76645, -4.17998, 3.71415], [-2.34321, -2.15942, 3.40818], [-0.94223, 2.08543, 0.59838], [-2.51733, 4.01258, 0.42831], [-4.97682, 3.61684, 0.34867], [-5.87227, 1.28569, 0.43635], [-4.30636, -0.63480, 0.67843], [2.00739, -2.63185, 2.07898], [3.95298, -4.09652, 2.61371], [6.27469, -3.30429, 2.13764], [6.64782, -1.04319, 1.14233], [4.69714, 0.42214, 0.62879], [2.31218, 2.34354, 2.70281], [3.14993, 4.64595, 2.17141], [3.59010, 5.28522, -0.19619], [3.22999, 3.63469, -2.03349], [2.40888, 1.33151, -1.47274], [-2.23479, 1.44303, 4.12434], [-1.31282, 0.28307, 4.04128], [-1.21155, -0.66994, 4.80900], [-2.98219, 1.38361, 3.32165], [-1.66000, 2.37156, 3.99898], [-2.73868, 1.44436, 5.10001]],
  "total_energy_ha": -3236.12321,
  "homo_lumo_gap_ha": [0.22401, 0.22452],
  "lumo_ev": [0.089, 0.099],
  "homo_energy_ev": [-6.01, -6.01],
  "s_squared": 6.058,
  "multiplicity": 5
}